# C2H7FN4

A molecular structure, C2H7FN4 (ωB97M-V/def2-TZVPD, OMol25).

```
14
Properties=species:S:1:pos:R:3:forces:R:3:nbo_charge:R:1
C 0.287 0.278 0.306 -1.91 -0.30 1.06 0.328
C 1.060 0.774 -1.007 0.90 -2.29 -0.42 -0.027
H 0.711 -2.272 -0.818 1.98 -1.44 -1.19 0.342
H -0.254 -1.164 -1.670 0.26 -0.67 -0.22 0.364
H -0.969 -1.409 0.862 1.50 1.55 -0.54 0.420
H 1.763 1.746 -0.909 -2.42 -2.08 -0.37 0.240
H 1.788 -0.188 -1.427 -2.02 2.98 1.41 0.195
H 0.045 -0.072 3.121 -4.30 1.57 -2.58 0.378
H -1.876 1.142 2.671 4.25 -3.56 -0.69 0.380
N -0.115 -1.778 -0.873 -1.32 -0.53 -2.46 -0.649
N -0.163 -1.090 0.259 -0.80 2.84 3.35 -0.480
N -0.103 1.057 1.311 0.59 -2.01 -1.52 -0.357
N -0.916 0.198 2.281 1.06 3.20 2.35 -0.740
F -0.023 0.798 -2.052 2.23 0.75 1.83 -0.396
```
Forces are in eV/Å.

The HOMO-LUMO gap comes out at 9.23 eV. As for the highest occupied orbital energy: -8.66 eV.


# HNO5S3

A molecular structure, HNO5S3 (ωB97M-V/def2-TZVPD, OMol25).

```
10
Properties=species:S:1:pos:R:3:forces:R:3:nbo_charge:R:1
N -0.542 -1.402 0.210 2.52 2.46 -2.64 -1.010
O -1.985 -0.853 2.003 -0.55 0.57 0.13 -1.044
O -1.905 0.882 0.119 0.67 -0.85 -0.25 -0.987
O -0.065 0.614 -1.790 -0.69 1.06 -0.13 -1.020
O 1.527 -1.148 -1.795 -0.13 -0.36 0.90 -0.998
O 2.483 0.399 1.483 0.23 -0.04 -0.12 -1.036
S 1.967 1.067 0.203 -0.19 0.16 0.24 0.348
S -1.006 -0.166 1.117 -0.48 -0.57 1.73 1.501
S 0.736 -0.259 -0.934 -0.01 -3.19 0.15 1.761
H -1.210 0.866 -0.615 -1.36 0.76 0.00 0.484
```
Forces are in eV/Å.

The charge is -2. The HOMO-LUMO gap comes out at 5.72 eV. As for the highest occupied orbital energy: 0.22 eV.


# C9H16OSe

A molecular structure, C9H16OSe (ωB97M-V/def2-TZVPD, OMol25).

```
27
Properties=species:S:1:pos:R:3:forces:R:3:nbo_charge:R:1
C 0.704 -1.429 -0.563 1.25 1.26 0.51 0.382
C 1.596 -2.047 0.539 0.02 0.00 -0.96 -0.503
C 2.500 -0.881 0.885 -2.63 3.07 1.36 -0.381
C 2.414 0.176 -0.306 0.33 -1.39 1.60 -0.425
C 1.135 -0.166 -0.925 -0.82 -0.38 -0.22 -0.341
C -0.562 1.346 1.701 0.29 1.39 -0.98 -0.681
C -1.345 1.852 -0.776 -1.92 0.56 3.00 -0.661
C -3.108 -0.728 -1.136 0.38 2.40 -1.71 -0.822
C -1.310 0.906 0.430 0.64 -0.83 0.63 -0.206
O -0.353 -1.980 -0.933 -2.01 -1.00 -0.62 -0.717
Se -1.909 -0.798 0.398 -0.92 1.61 0.08 0.886
H 1.067 -2.543 1.346 -0.61 0.65 0.43 0.214
H 2.067 -2.948 0.129 0.63 0.38 -0.40 0.214
H 2.134 -0.268 1.834 -0.38 -1.20 -1.77 0.173
H 3.400 -1.048 1.334 3.11 -1.09 0.08 0.208
H 2.446 1.184 0.047 0.14 0.77 0.46 0.189
H 3.219 0.055 -0.990 1.02 -0.10 -0.71 0.194
H 0.725 0.498 -1.700 -0.03 -0.81 0.27 0.199
H 0.075 2.204 1.415 0.03 -0.42 -0.05 0.214
H -1.132 1.782 2.513 -0.95 -0.09 -0.07 0.225
H 0.092 0.654 2.196 0.20 -0.83 -0.23 0.240
H -0.379 2.258 -0.775 1.43 0.60 -0.70 0.229
H -1.607 1.269 -1.615 -0.12 0.09 -1.21 0.222
H -2.038 2.754 -0.582 0.64 -1.51 -0.42 0.222
H -3.376 -1.746 -1.298 -0.38 -0.63 -0.33 0.241
H -4.014 0.005 -1.173 1.61 -1.48 0.88 0.245
H -2.443 -0.358 -1.994 -0.94 -1.04 1.09 0.239
```
Forces are in eV/Å.

The HOMO-LUMO gap (alpha / beta) comes out at 6.87 / 6.86 eV. As for the highest occupied orbital energy (alpha / beta): -6.99 / -6.99 eV.


# C4H12NO3

2 unconnected molecules or ions with the total composition C4H12NO3 (ωB97M-V/def2-TZVPD, OMol25).

```
20
Properties=species:S:1:pos:R:3:forces:R:3:nbo_charge:R:1
C 1.038 -0.984 1.879 -1.25 -0.30 2.01 -0.674
C 0.720 -0.478 0.486 1.16 -0.27 0.92 -0.065
C -0.582 -0.888 -0.136 -2.21 0.99 0.50 -0.567
C -1.021 0.190 -1.124 0.64 0.49 -0.08 0.796
O -0.293 0.161 -2.270 0.07 -0.37 0.03 -0.723
O -1.779 1.080 -0.875 -0.12 -0.46 -0.13 -0.538
N 1.835 -0.947 -0.439 -0.53 1.17 -1.07 -0.684
H 2.007 -0.762 2.326 0.39 0.16 -0.75 0.240
H 0.367 -0.494 2.613 0.08 0.09 -0.71 0.262
H 0.816 -2.018 2.144 0.17 -0.39 -0.79 0.240
H 0.770 0.614 0.628 0.08 -0.36 -0.87 0.289
H -0.690 -1.905 -0.534 0.40 0.20 0.13 0.252
H -1.376 -0.710 0.615 0.54 -0.64 0.04 0.292
H -0.598 0.896 -2.823 0.03 0.11 -0.13 0.519
H 1.625 -0.585 -1.395 0.16 -0.25 0.49 0.460
H 2.719 -0.539 -0.142 0.23 -0.38 0.01 0.444
H 1.857 -1.963 -0.499 0.29 -0.06 0.20 0.439
H -0.160 1.789 2.690 -0.28 0.15 -0.37 0.485
H -1.102 2.407 1.640 -0.24 0.23 -0.08 0.502
O -0.504 1.674 1.788 0.38 -0.10 0.64 -0.971
```
Forces are in eV/Å.

The charge is +1. The HOMO-LUMO gap comes out at 11.08 eV. As for the highest occupied orbital energy: -14.45 eV.


# C2H15NO4S

6 unconnected molecules or ions with the total composition C2H15NO4S (ωB97M-V/def2-TZVPD, OMol25).

```
23
Properties=species:S:1:pos:R:3:forces:R:3:nbo_charge:R:1
C 5.471 -0.306 0.464 -1.32 -1.35 -0.28 -0.211
C 5.743 0.819 -0.545 1.03 0.02 0.92 -0.615
S -0.667 0.501 -0.714 0.30 0.34 0.07 0.051
N 6.605 -0.719 1.319 -1.15 -1.48 -0.56 -0.853
H 5.100 -1.237 -0.058 0.61 0.86 0.20 0.178
H 4.548 -0.003 1.014 0.65 0.02 0.18 0.149
H 6.397 0.516 -1.373 0.13 0.09 0.44 0.211
H 6.198 1.674 0.036 -0.43 -0.64 -0.90 0.199
H 4.812 1.128 -1.002 -0.26 0.22 0.10 0.211
H 6.914 0.073 1.850 0.13 -0.14 0.77 0.358
H 6.363 -1.608 1.875 0.61 2.41 -0.87 0.373
H -7.333 -0.297 -1.154 -0.08 -0.39 -0.56 0.477
H -5.865 0.240 -0.785 -0.89 0.14 -0.08 0.506
O -6.808 0.152 -0.508 0.68 0.29 0.34 -0.985
H -2.589 -1.750 -2.357 -0.64 0.09 1.25 0.477
H -2.065 -1.033 -1.108 -0.90 -0.93 -0.10 0.451
O -2.854 -1.565 -1.416 1.41 0.50 -1.21 -0.964
H -6.203 0.185 1.149 -0.26 0.12 1.54 0.509
H -6.132 0.236 2.893 0.23 1.08 -3.71 0.470
O -6.009 0.717 1.966 -0.07 -1.06 2.68 -1.002
H -3.754 0.002 -0.853 0.32 0.27 0.19 0.500
H -3.634 1.498 -0.170 -1.21 -1.85 -0.70 0.501
O -4.241 0.776 -0.525 1.10 1.41 0.29 -0.992
```
Forces are in eV/Å.

The HOMO-LUMO gap comes out at 4.22 eV. As for the highest occupied orbital energy: -9.24 eV.


# C3H5NO

C3H5NO in the gas phase (ωB97M-V/def2-TZVPD, OMol25).

```
10
Properties=species:S:1:pos:R:3:forces:R:3:nbo_charge:R:1
C 0.352 1.286 -0.942 -0.25 0.42 -0.18 0.684
C -0.783 0.657 -0.127 -0.28 0.05 0.07 -0.511
C 0.233 -0.451 0.199 -0.08 -0.55 0.38 -0.204
N 1.189 0.275 -0.611 0.72 -0.42 0.00 -0.619
O 0.489 2.269 -1.613 0.02 0.23 -0.15 -0.587
H -1.113 1.257 0.716 0.00 0.05 0.03 0.230
H -1.640 0.350 -0.720 -0.03 0.00 -0.05 0.230
H 0.516 -0.531 1.252 -0.06 0.01 -0.06 0.187
H -0.014 -1.442 -0.190 -0.02 0.08 0.04 0.187
H 2.150 0.078 -0.839 -0.01 0.13 -0.08 0.404
```
Forces are in eV/Å.

The HOMO-LUMO gap comes out at 10.85 eV. As for the structure (SMILES): O=C1CCN1. As for the highest occupied orbital energy: -9.86 eV.


# CH6O2

2 unconnected molecules or ions with the total composition CH6O2 (ωB97M-V/def2-TZVPD, OMol25).

```
9
Properties=species:S:1:pos:R:3:forces:R:3:nbo_charge:R:1
C -1.554 0.471 -0.034 -0.90 3.66 1.05 -0.275
H 2.859 -0.422 -0.474 -2.04 1.43 1.05 0.478
H 1.221 0.236 -0.320 4.76 -0.88 1.51 0.498
H -1.067 -1.012 0.764 0.55 -1.44 0.64 0.476
H -1.082 1.440 -0.484 -0.64 -2.17 -0.16 0.183
H -2.636 0.340 -0.343 1.25 0.31 0.09 0.174
H -1.526 0.826 1.048 -0.55 -0.41 -0.97 0.162
O 2.265 0.181 0.098 -2.76 -0.69 -2.50 -0.983
O -0.821 -0.710 -0.097 0.35 0.19 -0.72 -0.713
```
Forces are in eV/Å.

The HOMO-LUMO gap comes out at 11.55 eV. As for the structure (SMILES): CO.O. As for the highest occupied orbital energy: -10.78 eV.


# C11H14BF3N6O3SZn

A molecular structure, C11H14BF3N6O3SZn (ωB97M-V/def2-TZVPD, OMol25).

```
40
Properties=species:S:1:pos:R:3:forces:R:3:nbo_charge:R:1
H -0.539 2.577 1.561 0.11 -0.06 -0.19 0.250
N -0.007 1.350 -0.067 0.05 0.96 -0.05 -0.430
B 0.727 0.427 -2.310 -0.28 0.12 1.29 0.545
N 0.582 1.595 -1.291 -0.30 -0.04 0.77 -0.330
C 0.895 2.901 -1.389 -0.39 -0.18 0.69 -0.002
Zn -0.654 -0.634 0.425 6.32 4.34 -0.44 1.720
H 1.371 3.271 -2.285 -0.05 0.06 0.13 0.221
C 0.490 3.527 -0.213 0.00 -0.27 -0.18 -0.358
H 0.576 4.564 0.042 0.07 0.18 -0.03 0.230
C -0.079 2.516 0.586 0.52 -0.15 -1.24 -0.001
H 1.165 0.781 -3.362 -0.01 -0.07 -0.04 -0.024
C -1.387 -2.217 1.193 -2.64 -1.12 1.34 -0.977
H -1.625 -2.331 2.251 0.00 0.02 -0.15 0.287
H -0.335 -2.555 1.065 -0.52 0.69 -0.05 0.286
H -2.012 -2.875 0.587 0.03 0.21 0.08 0.251
N -0.704 -0.170 -2.418 -1.31 -0.48 0.82 -0.296
N 1.593 -0.651 -1.611 0.06 -0.65 0.99 -0.315
N -1.382 -0.584 -1.269 -1.66 -0.26 -4.69 -0.523
N 1.223 -1.116 -0.366 0.80 -0.44 -0.61 -0.451
C -1.510 -0.302 -3.483 -0.12 -0.24 0.90 0.026
C 2.765 -1.207 -1.969 -0.40 -0.23 0.75 0.007
H -1.157 -0.007 -4.460 -0.11 -0.08 0.08 0.233
H 3.211 -0.943 -2.915 0.07 -0.09 0.08 0.227
C -2.726 -0.831 -3.050 0.04 0.03 0.07 -0.350
C 3.164 -2.065 -0.947 -0.16 0.20 -0.04 -0.352
C -2.608 -0.996 -1.666 1.28 0.63 -0.79 -0.013
C 2.174 -1.967 0.048 -0.09 0.71 -1.28 -0.016
H -3.582 -1.064 -3.650 -0.13 -0.01 -0.14 0.236
H 4.044 -2.673 -0.918 0.22 -0.07 -0.01 0.233
H -3.326 -1.380 -0.953 0.08 0.08 -0.09 0.218
H 2.120 -2.449 1.014 -0.06 0.10 -0.08 0.227
H -1.940 -1.013 0.957 -1.21 -3.56 1.98 0.156
F -0.501 2.036 5.193 0.68 -0.44 -0.54 -0.314
C 0.354 1.414 4.352 0.23 0.30 -0.07 0.710
F 0.895 2.348 3.523 -0.35 -0.61 0.75 -0.326
F 1.352 0.855 5.067 -0.66 0.42 -0.39 -0.313
S -0.545 0.132 3.346 0.05 0.40 0.26 2.303
O -0.984 -0.843 4.320 0.21 0.34 -0.64 -0.946
O -1.591 0.913 2.674 0.55 -0.82 0.24 -0.995
O 0.493 -0.335 2.389 -0.92 0.08 0.54 -1.034
```
Forces are in eV/Å.

The HOMO-LUMO gap comes out at 9.16 eV. As for the highest occupied orbital energy: -9.13 eV.


# C9H23IrN5O6

A molecular structure, C9H23IrN5O6 (ωB97M-V/def2-TZVPD, OMol25).

```
44
Properties=species:S:1:pos:R:3:forces:R:3:nbo_charge:R:1
O -2.491 -0.318 -2.573 -2.45 -2.77 -1.01 -0.989
H -2.746 -0.252 -3.515 0.26 -0.77 0.70 0.494
Ir -0.155 -0.455 -0.170 -0.11 4.91 3.24 1.253
N -1.896 -1.185 0.412 -0.40 -1.86 0.46 -0.100
N -1.206 1.150 0.589 -0.95 0.58 -0.15 -0.085
N 1.470 -1.627 -0.504 3.17 -1.77 -0.51 -0.173
N 1.508 0.778 0.050 3.78 0.13 -1.06 -0.071
O -2.026 -2.411 0.699 0.01 0.43 -0.12 -0.362
O 1.510 -3.044 -0.502 -0.56 0.53 -0.24 -0.540
O 1.520 2.081 0.341 -1.33 -0.73 0.11 -0.505
O -0.817 2.324 1.022 1.26 -1.05 -0.66 -0.468
C -2.567 0.994 0.597 -1.00 -1.94 -0.18 0.118
C -2.976 -0.320 0.395 -0.45 2.17 0.21 0.181
C 2.705 -1.104 -0.530 -2.31 -2.45 0.05 0.245
C 2.739 0.262 -0.166 -2.18 1.77 0.39 0.163
C -4.333 -0.861 0.168 -0.36 -0.13 0.18 -0.670
H -4.495 -1.079 -0.899 0.21 0.03 0.25 0.263
H -5.078 -0.129 0.475 -0.05 -0.06 -0.01 0.234
H -4.482 -1.787 0.741 0.07 0.28 -0.22 0.253
C -3.406 2.177 0.859 -0.92 0.35 0.00 -0.654
H -3.312 2.932 0.065 0.12 -0.18 0.22 0.244
H -3.134 2.653 1.808 -0.02 -0.12 -0.26 0.252
H -4.462 1.880 0.912 0.35 0.12 -0.01 0.233
C 3.874 -1.978 -0.819 0.64 0.41 -0.06 -0.679
C 3.979 1.052 0.011 0.47 0.37 0.19 -0.686
H 3.601 -2.819 -1.456 -0.07 0.11 0.17 0.268
H 4.330 -2.366 0.101 -0.18 0.03 -0.12 0.263
H 4.644 -1.389 -1.330 -0.12 -0.07 0.15 0.249
H 3.786 1.998 0.524 -0.08 -0.29 -0.17 0.275
H 4.469 1.286 -0.938 -0.17 -0.04 -0.07 0.258
H 4.713 0.497 0.600 -0.07 -0.11 -0.02 0.244
H 0.600 -3.400 -0.662 0.49 0.88 0.12 0.516
H 0.461 2.275 0.660 0.39 0.44 0.08 0.479
C -0.559 0.764 -2.204 2.99 2.05 0.22 -0.541
H -1.649 0.843 -2.386 0.76 -0.03 1.31 0.298
H -0.076 0.129 -2.950 0.09 0.04 0.26 0.174
H -0.041 1.721 -2.162 0.46 -0.06 0.36 0.185
O -0.801 -1.796 -1.527 0.73 -2.03 -3.12 -0.908
H -1.739 -1.071 -2.275 -1.99 1.12 -1.02 0.511
H -0.050 -1.926 -2.154 -0.79 -0.16 0.34 0.471
N 0.193 -0.936 1.940 0.36 -0.17 0.68 -0.944
H -0.547 -0.539 2.533 0.21 -0.11 -0.40 0.421
H 1.082 -0.596 2.316 -0.17 -0.07 -0.15 0.407
H 0.166 -1.951 2.085 -0.08 0.24 -0.15 0.424
```
Forces are in eV/Å.

The charge is +1. The HOMO-LUMO gap (alpha / beta) comes out at 5.36 / 5.77 eV. The spin multiplicity is 5. As for the highest occupied orbital energy (alpha / beta): -9.82 / -12.15 eV.


# C4H12

2 unconnected molecules or ions with the total composition C4H12 (ωB97M-V/def2-TZVPD, OMol25).

```
16
Properties=species:S:1:pos:R:3:forces:R:3:nbo_charge:R:1
C 0.877 0.943 -2.098 -0.14 -0.30 -0.15 -0.787
C 0.896 1.684 -0.761 0.32 0.08 0.26 -0.772
H -0.110 0.844 -2.552 0.01 0.08 -0.02 0.197
H 1.556 1.401 -2.821 -0.14 0.20 -0.02 0.181
H 1.275 -0.067 -1.967 -0.23 -0.08 0.03 0.195
H 1.384 2.654 -0.885 0.32 -0.14 0.27 0.182
H 1.400 1.033 -0.042 0.39 0.48 0.12 0.202
H -0.032 1.922 -0.244 -0.52 -0.30 -0.52 0.202
C -1.440 -1.671 1.059 -1.27 -0.36 -0.39 -0.911
C -0.338 -0.950 1.806 -0.18 -0.35 1.33 -0.824
H -1.927 -1.011 0.331 0.32 0.05 -0.14 0.190
H -1.204 -2.585 0.509 0.61 0.11 0.03 0.191
H -2.294 -2.005 1.668 0.29 0.27 0.39 0.182
H -0.252 -1.247 2.866 -0.15 -0.39 -0.26 0.182
H -0.587 0.104 1.914 0.29 0.27 -0.47 0.195
H 0.656 -1.126 1.408 0.08 0.36 -0.45 0.197
```
Forces are in eV/Å.

The charge is -1. The HOMO-LUMO gap (alpha / beta) comes out at 2.80 / 12.09 eV. The spin multiplicity is 2. As for the highest occupied orbital energy (alpha / beta): 1.61 / -7.57 eV.


Values of max |F|, in order: 0.109 0.086 0.083 0.048 0.075 0.016 0.099 0.149 0.114 0.027, all in Eh/bohr.